{"formula": "C16H37NPbSi4Te", "method": "ωB97M-V/def2-TZVPD", "species": ["C", "C", "C", "C", "C", "Pb", "N", "C", "C", "H", "H", "H", "H", "H", "H", "H", "H", "H", "H", "C", "Si", "C", "C", "Si", "Te", "Si", "C", "C", "C", "Si", "C", "C", "C", "H", "H", "H", "H", "H", "H", "H", "H", "H", "H", "H", "H", "H", "H", "H", "H", "H", "H", "H", "H", "H", "H", "H", "H", "H", "H", "H"], "positions_angstrom": [[-0.450, 1.372, -2.305], [0.958, 1.500, -2.060], [1.138, 2.438, -0.990], [-0.159, 2.894, -0.576], [-1.139, 2.233, -1.388], [-0.157, -0.516, 0.368], [-1.564, -2.170, 0.801], [-0.184, -2.621, -0.531], [1.149, -1.968, -0.655], [2.085, 2.766, -0.585], [1.749, 1.007, -2.613], [-0.356, 3.635, 0.187], [-2.210, 2.384, -1.339], [-0.905, 0.764, -3.078], [1.366, -1.625, -1.659], [-0.037, -3.637, -0.181], [-2.343, -2.199, 0.097], [1.928, -2.387, -0.025], [-0.760, -2.605, -1.477], [-2.666, -0.171, 3.224], [-1.364, -1.085, 4.227], [-1.950, -1.075, 6.019], [-1.144, -2.839, 3.616], [0.767, -0.045, 4.210], [2.296, -0.343, 2.319], [0.600, 2.223, 4.818], [0.305, 2.286, 6.677], [2.193, 3.128, 4.386], [-0.829, 3.000, 3.874], [2.300, -1.136, 5.629], [1.512, -1.275, 7.342], [2.673, -2.864, 4.981], [3.896, -0.147, 5.819], [-3.644, -0.614, 3.483], [-2.535, -0.302, 2.137], [-2.710, 0.904, 3.446], [-2.967, -1.498, 6.021], [-1.325, -1.689, 6.678], [-2.008, -0.061, 6.439], [-1.104, -2.885, 2.498], [-0.248, -3.337, 4.013], [-2.037, -3.418, 3.911], [1.144, 1.869, 7.251], [0.200, 3.345, 6.956], [-0.613, 1.764, 6.979], [2.431, 3.031, 3.318], [2.050, 4.196, 4.615], [3.054, 2.765, 4.961], [-0.766, 2.808, 2.793], [-1.804, 2.648, 4.234], [-0.783, 4.089, 4.030], [0.668, -1.975, 7.353], [2.287, -1.668, 8.017], [1.171, -0.312, 7.742], [3.051, -2.852, 3.950], [3.447, -3.302, 5.631], [1.789, -3.515, 5.019], [4.428, -0.024, 4.867], [3.720, 0.850, 6.248], [4.550, -0.700, 6.512]], "nbo_charge": [-0.33, -0.34, -0.25, -0.37, -0.23, 1.42, -1.01, -0.41, -0.79, 0.22, 0.21, 0.22, 0.22, 0.22, 0.25, 0.23, 0.35, 0.25, 0.23, -1.11, 1.31, -1.10, -1.15, -0.24, -0.19, 1.29, -1.11, -1.11, -1.11, 1.30, -1.11, -1.12, -1.11, 0.24, 0.24, 0.24, 0.24, 0.24, 0.23, 0.29, 0.23, 0.23, 0.24, 0.24, 0.24, 0.25, 0.23, 0.24, 0.25, 0.23, 0.24, 0.23, 0.23, 0.24, 0.24, 0.24, 0.24, 0.24, 0.24, 0.24], "orbital_gap_ev": [4.131, 4.152]}

{"formula": "C24H34GeN2O4RhSe3", "method": "ωB97M-V/def2-TZVPD", "species": ["Rh", "O", "C", "C", "C", "C", "C", "C", "C", "N", "N", "C", "O", "C", "C", "C", "C", "C", "C", "H", "H", "H", "H", "H", "H", "H", "H", "H", "H", "O", "C", "C", "C", "O", "C", "Se", "C", "Se", "H", "H", "H", "H", "H", "H", "H", "H", "H", "H", "C", "Ge", "C", "C", "C", "Se", "C", "H", "H", "H", "H", "H", "H", "H", "H", "H", "H", "H", "H", "H", "H"], "positions_angstrom": [[0.574, -0.420, 0.033], [0.364, 0.901, -1.482], [-0.443, 1.924, -1.439], [-0.385, 2.821, -2.540], [-1.193, 3.925, -2.633], [-2.121, 4.219, -1.628], [-2.195, 3.373, -0.548], [-1.386, 2.232, -0.415], [-1.585, 1.453, 0.794], [-0.924, 0.410, 1.096], [-1.215, -0.233, 2.285], [-0.426, -1.253, 2.461], [0.487, -1.658, 1.653], [-0.612, -2.051, 3.712], [-1.576, -1.708, 4.655], [-1.730, -2.468, 5.805], [-0.922, -3.577, 6.025], [0.041, -3.920, 5.088], [0.196, -3.160, 3.935], [0.341, 2.591, -3.310], [-1.103, 4.576, -3.495], [-2.758, 5.091, -1.695], [-2.902, 3.581, 0.249], [-2.349, 1.780, 1.498], [-2.194, -0.841, 4.469], [-2.482, -2.194, 6.535], [-1.044, -4.169, 6.924], [0.676, -4.782, 5.254], [0.947, -3.407, 3.196], [3.131, 1.536, -2.103], [4.187, 1.645, -1.181], [4.482, 0.321, -0.440], [6.001, 0.278, -0.242], [6.465, -0.818, 0.537], [3.833, 0.311, 0.958], [2.056, 1.111, 1.151], [4.075, -0.876, -1.308], [2.363, -1.798, -1.002], [2.303, 1.778, -1.663], [3.975, 2.409, -0.429], [5.063, 1.973, -1.750], [6.325, 1.227, 0.209], [6.492, 0.186, -1.213], [5.884, -0.902, 1.301], [4.449, 0.905, 1.642], [3.761, -0.706, 1.346], [4.803, -1.674, -1.160], [4.098, -0.576, -2.354], [-1.050, -2.168, -5.885], [-0.005, -2.040, -4.216], [1.098, -3.650, -4.107], [1.064, -0.423, -4.291], [-1.455, -2.004, -2.863], [-1.190, -2.021, -0.935], [-0.360, -3.765, -0.751], [-0.379, -2.212, -6.746], [-1.698, -1.296, -6.004], [-1.674, -3.064, -5.894], [1.762, -3.673, -4.975], [0.486, -4.555, -4.122], [1.712, -3.630, -3.206], [1.778, -0.509, -5.114], [1.600, -0.268, -3.357], [0.422, 0.442, -4.473], [-2.119, -2.849, -3.062], [-2.041, -1.099, -3.041], [0.185, -4.003, -1.658], [-1.123, -4.511, -0.546], [0.338, -3.683, 0.080]], "nbo_charge": [0.61, -0.70, 0.38, -0.24, -0.20, -0.30, -0.14, -0.24, 0.13, -0.27, -0.44, 0.54, -0.67, -0.02, -0.19, -0.23, -0.22, -0.23, -0.20, 0.21, 0.20, 0.20, 0.20, 0.18, 0.23, 0.20, 0.20, 0.20, 0.24, -0.75, -0.06, -0.15, -0.05, -0.73, -0.60, -0.07, -0.55, -0.25, 0.50, 0.18, 0.16, 0.15, 0.17, 0.47, 0.20, 0.23, 0.22, 0.22, -1.09, 1.63, -1.11, -1.10, -1.04, 0.49, -0.80, 0.22, 0.22, 0.22, 0.23, 0.22, 0.26, 0.22, 0.29, 0.22, 0.23, 0.24, 0.23, 0.21, 0.26], "orbital_gap_ev": 6.668, "total_charge": -1}

{"formula": "C27H25BeBrO9P3", "method": "ωB97M-V/def2-TZVPD", "species": ["Be", "C", "C", "O", "P", "O", "O", "O", "P", "O", "O", "O", "H", "H", "H", "H", "H", "H", "H", "C", "C", "C", "C", "C", "C", "P", "C", "C", "C", "C", "C", "C", "C", "C", "C", "C", "C", "C", "H", "H", "H", "H", "H", "H", "H", "H", "H", "H", "H", "H", "H", "H", "Br", "C", "C", "C", "C", "C", "C", "C", "O", "O", "H", "H", "H", "H"], "positions_angstrom": [[0.626, 0.023, 0.370], [1.222, 3.970, 3.100], [0.901, 2.546, 2.664], [0.584, 1.719, 3.792], [2.341, 1.688, 1.946], [3.033, 2.650, 0.914], [3.435, 1.641, 3.095], [1.971, 0.331, 1.446], [-0.386, 2.507, 1.339], [-1.670, 2.921, 2.245], [-0.031, 3.483, 0.295], [-0.571, 1.035, 1.012], [2.088, 3.989, 3.763], [0.361, 4.374, 3.634], [1.419, 4.592, 2.229], [-0.340, 1.449, 3.734], [2.655, 2.557, 0.019], [3.066, 1.227, 3.885], [-2.485, 2.701, 1.780], [-1.656, -4.258, -2.410], [-0.485, -3.578, -2.705], [-0.427, -2.195, -2.594], [-1.542, -1.475, -2.180], [-2.711, -2.169, -1.867], [-2.774, -3.549, -1.990], [-1.592, 0.348, -1.971], [-2.438, 0.824, -3.539], [-2.525, 0.013, -4.669], [-3.174, 0.456, -5.813], [-3.744, 1.722, -5.850], [-3.666, 2.541, -4.731], [-3.025, 2.088, -3.586], [0.153, 0.832, -2.308], [0.521, 1.440, -3.506], [1.846, 1.789, -3.756], [2.809, 1.474, -2.814], [2.424, 0.866, -1.619], [1.098, 0.561, -1.289], [-1.691, -5.338, -2.479], [0.399, -4.128, -3.001], [0.499, -1.676, -2.803], [-3.577, -1.618, -1.515], [-3.686, -4.073, -1.731], [-2.079, -0.974, -4.652], [-3.233, -0.189, -6.681], [-4.247, 2.067, -6.745], [-4.110, 3.529, -4.749], [-2.970, 2.726, -2.710], [-0.223, 1.659, -4.262], [2.114, 2.287, -4.680], [3.854, 1.697, -3.002], [3.211, 0.583, -0.920], [-0.024, -5.428, 2.936], [-0.981, -3.796, 3.132], [-1.853, -3.761, 4.215], [-2.609, -2.629, 4.472], [-2.491, -1.528, 3.636], [-1.613, -1.572, 2.567], [-0.835, -2.698, 2.288], [0.102, -2.642, 1.082], [0.640, -3.663, 0.694], [0.210, -1.488, 0.537], [-1.933, -4.632, 4.852], [-3.286, -2.615, 5.317], [-3.084, -0.640, 3.818], [-1.517, -0.725, 1.901]], "nbo_charge": [1.67, -0.64, -0.50, -0.74, 2.40, -0.99, -0.97, -1.17, 2.37, -1.01, -1.11, -1.26, 0.21, 0.22, 0.25, 0.50, 0.55, 0.52, 0.50, -0.22, -0.20, -0.19, -0.34, -0.16, -0.23, 0.83, -0.33, -0.16, -0.22, -0.23, -0.22, -0.20, -0.35, -0.22, -0.24, -0.25, -0.23, -0.60, 0.20, 0.21, 0.23, 0.20, 0.20, 0.22, 0.20, 0.20, 0.20, 0.22, 0.21, 0.20, 0.20, 0.19, 0.06, -0.03, -0.26, -0.21, -0.26, -0.12, -0.21, 0.81, -0.64, -0.95, 0.22, 0.20, 0.20, 0.26], "orbital_gap_ev": 7.649, "total_charge": -1}

We obtain max |F| values of 4.4; 0.5; 0.4 eV Å⁻¹ for the records listed above, in that order.